No. 1
Below is 2 unconnected molecules or ions with the total composition C12H14BF3N2O7, with properties calculated with ωB97M-V/def2-TZVPD.

Geometry (Å):
C1 6.49 -1.17 -0.94
C2 4.93 -1.15 -1.40
O1 4.50 0.20 -1.77
C3 4.38 1.04 -0.59
C4 2.96 1.78 -0.51
C5 1.86 1.05 0.38
C6 0.38 0.91 -0.13
C7 -0.60 0.20 0.89
C8 -2.16 0.06 0.48
C9 -2.38 -0.02 -1.09
O2 -2.27 0.92 -1.91
O3 -2.81 -1.28 -1.62
N1 -0.23 -0.29 2.15
N2 1.04 -0.14 2.51
C10 2.13 0.46 1.82
F1 3.39 0.54 2.43
H1 7.02 -2.12 -1.28
H2 6.46 -1.15 0.22
H3 7.00 -0.20 -1.25
H4 4.84 -1.78 -2.36
H5 4.27 -1.56 -0.55
H6 5.17 1.87 -0.72
H7 4.66 0.44 0.33
H8 3.04 2.88 -0.18
H9 2.55 1.81 -1.59
H10 0.05 1.33 -1.14
H11 -2.61 -0.85 1.00
H12 -2.71 0.99 0.85
H13 -2.68 -1.28 -2.60
H14 1.29 -0.51 3.45
B1 -7.27 0.21 -0.29
O4 -7.70 -0.96 0.49
C11 -6.73 -1.25 1.35
O5 -6.76 -2.16 2.14
C12 -5.62 -0.30 1.17
O6 -4.58 -0.29 1.79
O7 -5.92 0.56 0.21
F2 -8.17 1.31 -0.09
F3 -7.20 -0.12 -1.68

HOMO energy (eV): -8.95
E_LUMO (eV): -3.52
Net charge: 0



No. 2
Below is a molecular structure, C12H14BF3N6O2Ti, with properties calculated with ωB97M-V/def2-TZVPD.

Geometry (Å):
H1 0.83 3.61 0.90
N1 0.65 1.91 -0.36
B1 0.29 0.38 -2.39
N2 0.61 1.76 -1.75
C1 0.79 2.97 -2.31
Ti1 0.31 0.15 0.42
H2 0.83 3.07 -3.38
C2 0.96 3.94 -1.32
H3 1.14 4.99 -1.46
C3 0.83 3.25 -0.11
H4 0.22 0.44 -3.59
C4 -2.09 -2.24 2.55
H5 -1.29 -2.52 3.26
H6 -1.82 -1.28 2.06
H7 -2.13 -3.06 1.81
N3 -1.17 0.01 -1.87
N4 1.26 -0.77 -1.96
N5 -1.52 -0.15 -0.53
N6 1.47 -1.05 -0.60
C5 -2.25 -0.22 -2.62
C6 1.95 -1.66 -2.67
H8 -2.20 -0.17 -3.70
H9 1.93 -1.63 -3.74
C7 -3.32 -0.52 -1.80
C8 2.64 -2.53 -1.83
C9 -2.85 -0.48 -0.49
C10 2.30 -2.14 -0.53
H10 -4.32 -0.74 -2.11
H11 3.28 -3.34 -2.13
H12 -3.38 -0.74 0.43
H13 2.56 -2.59 0.41
H14 -3.06 -2.11 3.06
F1 1.19 0.22 5.77
C11 0.80 0.77 4.60
F2 -0.53 1.06 4.70
F3 1.45 1.95 4.38
C12 1.16 -0.05 3.33
O1 2.13 -0.77 3.26
O2 0.36 0.29 2.34

HOMO energy (spin up / spin down) (eV): -6.01 / -9.61
2S+1: 3
E_LUMO (spin up / spin down) (eV): 0.52 / 0.51
Net charge: 0



F_max, record by record: 0.114, 0.074 hartree/bohr